Below is a molecular structure, C20H41AsFeN2O4PS3, with properties calculated with the ωB97M-V functional and the def2-TZVPD basis.

## Properties
Highest occupied orbital energy (spin up / spin down): -6.72 / -6.75 eV
E_LUMO (spin up / spin down): -0.36 / 0.43 eV
2S+1: 2
Total charge: 0
Largest force on an atom: 0.67 eV/A
Calculated total energy: -6232.73880 Ha
HOMO-LUMO gap (spin up / spin down): 6.360 / 7.180 eV
Relative energy (zero: lowest compared OMol25 entry of this formula, charge and spin): 12.55 kcal/mol

Last column: Löwdin spin population.
Element x y z (Å)
Fe (-0.057, 1.500, -0.214)  1.287
S (-1.458, 1.595, -2.060)  -0.148
C (-3.139, 1.576, -1.549)  -0.012
C (-4.193, 1.398, -2.437)  -0.005
C (-5.497, 1.371, -1.959)  0.000
C (-5.755, 1.513, -0.604)  -0.001
C (-4.703, 1.679, 0.289)  -0.004
C (-3.400, 1.713, -0.184)  -0.010
S (-2.009, 1.944, 0.871)  -0.125
H (-3.994, 1.274, -3.494)  -0.001
H (-6.315, 1.229, -2.655)  0.000
H (-6.772, 1.488, -0.235)  0.000
H (-4.897, 1.788, 1.350)  -0.001
N (2.295, 1.626, -0.416)  0.020
C (2.564, 2.417, -1.629)  0.001
C (2.449, 3.916, -1.310)  0.000
C (1.383, 4.226, -0.267)  -0.002
N (0.128, 3.510, -0.541)  -0.027
H (2.862, 1.959, 0.358)  0.000
H (2.513, 0.644, -0.546)  0.000
H (1.826, 2.116, -2.371)  0.000
H (3.548, 2.210, -2.058)  0.001
H (2.248, 4.473, -2.228)  0.000
H (3.399, 4.298, -0.928)  0.000
H (1.191, 5.302, -0.242)  -0.001
H (1.714, 3.946, 0.732)  0.000
H (-0.214, 3.701, -1.483)  -0.001
H (-0.619, 3.842, 0.070)  0.001
C (-0.839, -4.178, -2.647)  0.000
C (-0.251, -2.782, -2.753)  0.000
C (-1.162, -1.859, -3.543)  0.000
C (1.154, -2.820, -3.332)  0.001
O (-0.210, -2.311, -1.373)  0.001
P (0.592, -1.067, -0.831)  0.003
O (-0.080, -0.540, 0.420)  -0.012
O (0.780, 0.047, -1.818)  0.031
O (2.065, -1.618, -0.503)  0.000
C (2.444, -2.414, 0.651)  0.000
C (2.638, -1.471, 1.830)  0.000
C (3.761, -3.055, 0.245)  0.000
C (1.399, -3.476, 0.956)  0.000
H (-0.947, -4.611, -3.642)  0.000
H (-1.822, -4.138, -2.178)  0.000
H (-0.195, -4.828, -2.053)  0.000
H (-1.260, -2.234, -4.564)  0.000
H (-0.766, -0.844, -3.567)  -0.001
H (-2.153, -1.828, -3.087)  0.000
H (1.109, -3.213, -4.349)  0.000
H (1.802, -3.471, -2.743)  0.000
H (1.592, -1.822, -3.367)  0.000
H (3.405, -0.730, 1.599)  0.000
H (2.955, -2.032, 2.712)  0.000
H (1.713, -0.938, 2.046)  0.000
H (4.501, -2.289, 0.013)  0.000
H (3.623, -3.681, -0.638)  0.000
H (4.145, -3.676, 1.056)  0.000
H (0.439, -3.037, 1.230)  0.000
H (1.750, -4.083, 1.793)  0.000
H (1.242, -4.129, 0.098)  0.000
C (-1.560, 2.229, 4.494)  -0.002
As (-0.363, 0.989, 3.640)  0.001
C (0.853, 0.449, 5.036)  0.001
C (-1.405, -0.589, 3.286)  -0.001
S (0.811, 1.946, 2.145)  0.007
H (-1.996, 1.768, 5.380)  0.000
H (-2.335, 2.491, 3.778)  -0.002
H (-0.997, 3.119, 4.766)  0.000
H (0.287, 0.171, 5.925)  0.000
H (1.522, 1.278, 5.254)  0.000
H (1.437, -0.400, 4.687)  0.000
H (-1.395, -1.176, 4.206)  0.000
H (-0.965, -1.125, 2.452)  0.000
H (-2.412, -0.276, 3.028)  0.000

Below is 5 unconnected molecules or ions with the total composition C20H41BN3O13 at a distorted geometry, with properties calculated with the ωB97M-V functional and the def2-TZVPD basis.

## Properties
Highest occupied orbital energy: -12.11 eV
E_LUMO: -3.15 eV
Total charge: +1
Largest force on an atom: 1.14 eV/A
Calculated total energy: -1953.65953 Ha
HOMO-LUMO gap: 8.964 eV

Last column: Löwdin charge in e.
Element x y z (Å)
C (-2.673, 1.271, -0.717)  0.186
C (-1.651, 1.792, -1.070)  -0.085
C (-0.328, 2.374, -1.254)  -0.268
B (-0.072, 3.483, -0.096)  -0.543
O (-0.771, 3.359, 1.077)  0.191
N (0.927, 4.502, -0.337)  -0.132
C (0.326, 5.813, -0.648)  -0.054
C (1.891, 4.585, 0.777)  -0.049
C (0.692, 1.204, -1.097)  -0.130
N (1.896, 1.406, -1.869)  -0.026
C (1.637, 1.475, -3.298)  -0.163
C (0.363, 2.251, -3.724)  -0.064
N (-0.273, 3.040, -2.616)  0.131
H (-3.562, 0.986, -0.198)  0.066
H (-1.671, 3.702, 1.023)  0.134
H (0.325, 6.477, 0.216)  0.101
H (-0.716, 5.733, -0.974)  0.091
H (0.879, 6.296, -1.454)  0.091
H (2.234, 3.576, 1.017)  0.089
H (1.464, 4.993, 1.694)  0.094
H (2.769, 5.129, 0.438)  0.102
H (0.975, 1.162, -0.046)  0.144
H (0.209, 0.281, -1.407)  0.128
H (2.389, 2.243, -1.582)  0.119
H (1.560, 0.478, -3.730)  0.117
H (2.497, 1.957, -3.754)  0.125
H (0.651, 2.953, -4.503)  0.131
H (-0.388, 1.603, -4.166)  0.135
H (0.143, 3.973, -2.567)  0.160
H (-1.244, 3.194, -2.890)  0.180
C (-0.322, -5.257, 0.810)  -0.011
O (0.119, -4.629, -0.402)  -0.018
C (0.952, -3.611, -0.231)  -0.612
O (1.352, -3.177, 0.818)  0.127
O (1.259, -3.127, -1.440)  0.000
C (2.155, -2.017, -1.425)  -0.036
H (-0.988, -6.061, 0.512)  0.101
H (0.524, -5.672, 1.354)  0.103
H (-0.868, -4.551, 1.430)  0.074
H (3.120, -2.287, -1.003)  0.107
H (1.717, -1.194, -0.868)  0.063
H (2.298, -1.715, -2.460)  0.090
C (-3.577, -8.074, -5.366)  -0.038
O (-3.328, -6.707, -5.027)  0.003
C (-2.375, -6.536, -4.112)  -0.626
O (-1.743, -7.409, -3.579)  0.128
O (-2.243, -5.229, -3.887)  0.008
C (-1.242, -4.903, -2.916)  -0.041
H (-4.366, -8.068, -6.112)  0.093
H (-2.685, -8.534, -5.787)  0.098
H (-3.910, -8.631, -4.493)  0.098
H (-0.262, -5.239, -3.249)  0.104
H (-1.485, -5.341, -1.958)  0.081
H (-1.234, -3.821, -2.822)  0.090
C (2.657, 3.544, 4.396)  -0.049
O (2.930, 4.935, 4.557)  -0.006
C (4.008, 5.193, 5.308)  -0.625
O (4.716, 4.369, 5.819)  0.135
O (4.152, 6.512, 5.382)  0.006
C (5.275, 6.938, 6.164)  -0.031
H (1.769, 3.469, 3.773)  0.078
H (3.487, 3.045, 3.895)  0.099
H (2.460, 3.068, 5.353)  0.102
H (6.203, 6.569, 5.733)  0.099
H (5.176, 6.599, 7.192)  0.100
H (5.272, 8.023, 6.140)  0.095
C (-1.616, -1.288, 1.842)  -0.040
O (-2.806, -1.539, 2.585)  0.010
C (-3.457, -2.640, 2.196)  -0.619
O (-3.107, -3.379, 1.312)  0.118
O (-4.541, -2.771, 2.948)  0.014
C (-5.339, -3.921, 2.642)  -0.027
H (-1.172, -0.381, 2.246)  0.095
H (-0.909, -2.108, 1.953)  0.085
H (-1.849, -1.134, 0.788)  0.081
H (-4.770, -4.834, 2.798)  0.100
H (-5.703, -3.874, 1.618)  0.098
H (-6.182, -3.901, 3.326)  0.096

Below is 3 unconnected molecules or ions with the total composition C20H41BN3O6 at a distorted geometry, with properties calculated with the ωB97M-V functional and the def2-TZVPD basis.

## Properties
Highest occupied orbital energy (spin up / spin down): -5.10 / -5.10 eV
E_LUMO (spin up / spin down): 2.22 / 1.93 eV
2S+1: 3
Total charge: -1
Largest force on an atom: 1.71 eV/A
Calculated total energy: -1427.14933 Ha
HOMO-LUMO gap (spin up / spin down): 7.320 / 7.027 eV
Relative energy (zero: lowest compared OMol25 entry of this formula, charge and spin): 8.86 kcal/mol

Last column: Löwdin spin population.
Element x y z (Å)
O (-3.841, 6.437, -0.835)  0.000
N (-2.969, 5.819, -1.358)  0.000
O (-2.245, 5.116, -0.492)  0.000
B (-0.742, 5.038, -0.860)  0.000
O (-0.111, 4.618, 0.421)  0.000
C (-0.009, 5.803, 1.162)  0.000
C (-0.298, 6.954, 0.159)  0.000
O (-0.135, 6.345, -1.100)  0.000
H (-0.628, 4.239, -1.768)  0.000
H (0.988, 5.864, 1.583)  0.000
H (-0.744, 5.853, 1.969)  0.000
H (0.376, 7.788, 0.354)  0.000
H (-1.308, 7.349, 0.234)  0.000
C (-3.753, -2.097, 0.085)  0.003
C (-2.634, -1.100, -0.290)  0.026
C (-1.983, -0.548, 0.978)  0.015
C (-2.862, 0.456, 1.723)  0.001
C (-3.328, 1.571, 0.786)  0.015
C (-4.002, 1.049, -0.482)  0.026
N (-3.161, 0.005, -1.143)  0.357
O (-2.202, 0.551, -1.805)  0.548
C (-5.402, 0.494, -0.155)  0.002
C (-4.227, 2.217, -1.430)  -0.001
C (-1.606, -1.900, -1.076)  -0.001
H (-4.478, -2.195, -0.724)  0.002
H (-3.331, -3.086, 0.263)  0.000
H (-4.284, -1.827, 0.996)  0.000
H (-1.041, -0.057, 0.714)  0.002
H (-1.725, -1.382, 1.635)  0.001
H (-3.721, -0.049, 2.178)  0.000
H (-2.295, 0.892, 2.548)  0.001
H (-4.019, 2.235, 1.308)  0.001
H (-2.465, 2.184, 0.509)  0.002
H (-5.841, 0.013, -1.030)  0.002
H (-6.058, 1.313, 0.138)  0.000
H (-5.417, -0.216, 0.669)  0.000
H (-3.302, 2.748, -1.638)  -0.001
H (-4.910, 2.931, -0.972)  0.000
H (-4.660, 1.890, -2.377)  0.000
H (-2.031, -2.290, -2.003)  0.000
H (-1.262, -2.744, -0.478)  -0.001
H (-0.729, -1.306, -1.325)  -0.001
C (4.644, -3.593, -1.586)  0.003
C (3.352, -2.875, -1.136)  0.026
C (3.561, -1.361, -1.145)  0.015
C (4.440, -0.862, 0.001)  0.001
C (3.912, -1.360, 1.346)  0.015
C (3.715, -2.875, 1.394)  0.027
N (2.925, -3.343, 0.218)  0.362
O (1.675, -3.091, 0.396)  0.542
C (5.080, -3.585, 1.462)  0.002
C (2.992, -3.255, 2.679)  -0.001
C (2.287, -3.245, -2.160)  -0.001
H (4.673, -4.619, -1.218)  0.002
H (4.689, -3.640, -2.673)  0.000
H (5.554, -3.086, -1.270)  0.000
H (2.590, -0.863, -1.081)  0.002
H (3.996, -1.069, -2.103)  0.001
H (5.478, -1.177, -0.142)  0.000
H (4.452, 0.229, -0.002)  0.001
H (4.593, -1.065, 2.147)  0.001
H (2.958, -0.866, 1.552)  0.002
H (4.958, -4.665, 1.371)  0.001
H (5.550, -3.384, 2.424)  0.000
H (5.787, -3.256, 0.705)  0.000
H (2.045, -2.732, 2.787)  -0.001
H (3.614, -2.991, 3.534)  0.000
H (2.798, -4.328, 2.716)  0.000
H (2.097, -4.320, -2.156)  0.000
H (2.631, -2.961, -3.153)  0.000
H (1.346, -2.730, -1.980)  -0.001